1.
Below is a structure of composition C20H24ClNOP2Pd in a non-equilibrium geometry, with properties calculated with the ωB97M-V functional and the def2-TZVPD basis.

Its gap between HOMO and LUMO (alpha / beta) is 0.2729 / 0.1233 hartree. The value obtained for the energy above the lowest of the compared OMol25 structures with the same formula, charge and spin is 0.0 kJ/mol. As for the maximum force: 0.1073 Eh/bohr.

```
! RIJCOSX wB97M-V def2-TZVPD def2/J DEFGRID3
* xyz 2 5
C -0.09 -3.64 -1.65
C 0.17 -2.48 -0.93
C -0.19 -1.22 -1.51
C -0.98 -1.19 -2.67
C -1.29 -2.38 -3.35
C -0.80 -3.59 -2.86
C -1.56 0.15 -2.99
C -0.58 1.27 -2.77
C 0.22 1.13 -1.62
C 1.00 2.23 -1.15
C 1.07 3.38 -1.95
C 0.35 3.47 -3.15
C -0.50 2.44 -3.54
H 0.26 -4.59 -1.26
H -1.90 -2.35 -4.26
H -0.99 -4.52 -3.41
H -1.98 0.19 -4.00
H 1.71 4.20 -1.63
H 0.46 4.36 -3.77
H -1.10 2.53 -4.46
N 0.22 -0.05 -0.93
Pd -1.01 0.27 1.32
C 0.88 -2.46 0.41
H 1.73 -1.77 0.37
H 1.24 -3.46 0.66
C 1.78 2.06 0.12
H 2.43 1.18 0.06
H 2.41 2.94 0.32
P -0.22 -1.83 1.76
P 0.71 1.79 1.61
C 0.14 3.46 2.01
H -0.40 3.44 2.97
H 1.01 4.13 2.09
H -0.55 3.80 1.22
C 1.91 1.40 2.91
H 2.57 2.26 3.06
H 1.39 1.18 3.85
H 2.51 0.53 2.62
C -1.52 -3.08 1.85
H -1.08 -4.08 1.83
H -2.10 -2.94 2.77
H -2.19 -2.97 0.98
C 0.78 -2.08 3.26
H 0.24 -1.70 4.13
H 0.96 -3.15 3.39
H 1.73 -1.55 3.18
C -1.82 0.52 3.10
O -2.32 0.73 4.12
H -2.31 0.32 -2.17
Cl -2.40 1.72 0.05
*
```

2.
Below is an isolated molecule of C20H24FN3O3 in a non-equilibrium geometry, with properties calculated with the ωB97M-V functional and the def2-TZVPD basis.

Its gap between HOMO and LUMO is 0.3543 hartree. The value obtained for the energy above the lowest of the compared OMol25 structures with the same formula, charge and spin is 150.6 kJ/mol. As for the maximum force: 0.0250 Eh/bohr. The SMILES is CCCc1cc(CNC(=O)[C@H]2CCC(=O)N(Cc3ccccc3F)C2)on1.

```
! RIJCOSX wB97M-V def2-TZVPD def2/J DEFGRID3
* xyz 0 1
C 5.33 5.69 -2.24
C 4.10 6.24 -1.53
H 4.05 7.33 -1.67
H 4.17 6.04 -0.46
C 2.80 5.62 -2.07
C 2.74 4.16 -1.80
N 2.81 3.27 -2.75
O 2.75 2.05 -2.17
C 2.65 2.19 -0.84
C 2.64 3.52 -0.53
H 2.56 3.98 0.43
C 2.57 0.96 -0.01
N 1.55 0.06 -0.50
C 0.43 -0.23 0.21
O 0.25 0.19 1.33
C -0.55 -1.13 -0.53
H -0.88 -0.60 -1.43
C 0.07 -2.48 -0.89
H -0.68 -3.10 -1.38
C 0.54 -3.16 0.39
C -0.51 -3.22 1.48
O -0.42 -4.03 2.38
N -1.51 -2.31 1.43
C -1.78 -1.39 0.35
H -2.12 -0.45 0.78
H -2.59 -1.80 -0.28
C -2.50 -2.32 2.49
C -3.75 -3.04 2.05
C -4.89 -2.35 1.63
C -6.03 -3.00 1.19
C -6.03 -4.39 1.15
C -4.91 -5.10 1.55
C -3.78 -4.43 1.99
H -2.91 -4.97 2.30
H -4.92 -6.17 1.51
H -6.91 -4.91 0.81
H -6.88 -2.42 0.89
F -4.89 -1.00 1.66
H -2.73 -1.29 2.77
H -2.06 -2.85 3.34
H 1.39 -2.62 0.81
H 0.87 -4.18 0.19
H 0.91 -2.36 -1.58
H 1.62 -0.22 -1.47
H 3.54 0.45 -0.01
H 2.30 1.21 1.02
H 2.74 5.78 -3.15
H 1.94 6.11 -1.60
H 5.27 5.90 -3.31
H 5.40 4.62 -2.11
H 6.23 6.15 -1.85
*
```

3.
Below is a structure of composition C20H24I2IrN6OS2Se in a non-equilibrium geometry, with properties calculated with the ωB97M-V functional and the def2-TZVPD basis.

Its gap between HOMO and LUMO (alpha / beta) is 0.2435 / 0.2141 hartree. The value obtained for the energy above the lowest of the compared OMol25 structures with the same formula, charge and spin is 56.8 kJ/mol. As for the maximum force: 0.0212 Eh/bohr.

```
! RIJCOSX wB97M-V def2-TZVPD def2/J DEFGRID3
* xyz 1 5
Ir 0.84 -1.62 0.19
I 3.83 -1.52 -0.19
C 4.03 -3.58 0.26
I 2.11 -4.37 0.72
H 4.68 -3.71 1.11
H 4.39 -4.09 -0.62
S 1.07 -1.26 2.54
C 0.56 0.39 2.57
C 1.08 1.26 3.54
C 0.73 2.59 3.56
C 1.32 3.47 4.54
N 1.80 4.18 5.31
C -0.20 3.09 2.61
C -0.76 2.24 1.69
C -0.40 0.88 1.64
S -1.11 -0.15 0.46
C -0.51 4.50 2.54
N -0.74 5.62 2.44
H 1.80 0.89 4.26
H -1.47 2.63 0.97
C 0.30 0.05 -2.92
N 0.66 1.35 -2.39
C 0.22 2.52 -3.16
C 1.26 3.61 -3.11
C 1.54 3.93 -1.66
N 1.79 2.72 -0.88
C 2.65 2.90 0.28
C 1.39 1.48 -1.26
O 1.70 0.49 -0.54
H 0.63 -0.03 -3.96
H -0.78 -0.11 -2.88
H 0.78 -0.73 -2.36
H -0.74 2.88 -2.78
H 0.06 2.19 -4.19
H 0.92 4.50 -3.63
H 2.18 3.26 -3.59
H 0.69 4.47 -1.23
H 2.41 4.58 -1.57
H 3.67 3.12 -0.03
H 2.65 2.01 0.90
H 2.28 3.74 0.87
C -4.13 -2.99 -2.12
N -3.73 -3.51 -0.81
C -4.59 -4.05 0.13
C -3.83 -4.39 1.19
N -2.52 -4.07 0.87
C -1.36 -4.27 1.73
C -2.47 -3.53 -0.36
Se -0.98 -2.97 -1.32
H -5.19 -3.19 -2.26
H -3.56 -3.47 -2.91
H -3.95 -1.91 -2.17
H -5.65 -4.14 -0.03
H -4.11 -4.84 2.14
H -1.65 -4.92 2.56
H -0.99 -3.32 2.12
H -0.58 -4.76 1.15
*
```

4.
Below is a structure of composition C20H24IN4O3SW, with properties calculated with the ωB97M-V functional and the def2-TZVPD basis.

Its gap between HOMO and LUMO (alpha / beta) is 0.2461 / 0.2001 hartree. As for the maximum force: 0.0083 Eh/bohr.

```
! RIJCOSX wB97M-V def2-TZVPD def2/J DEFGRID3
* xyz 3 3
W 0.44 0.57 0.54
C -4.06 -1.27 0.16
C -2.90 -1.82 -0.57
N -3.08 -2.80 -1.43
C -2.04 -3.29 -2.07
C -0.69 -2.83 -1.96
C 0.34 -3.49 -2.84
O 1.61 -3.43 -2.25
C -0.43 -1.83 -1.05
C 0.85 -1.13 -0.75
N 1.29 -1.11 0.57
C 2.30 -1.83 1.25
C 2.75 -3.08 0.84
C 3.73 -3.70 1.59
C 4.26 -3.09 2.72
C 3.81 -1.84 3.14
C 2.83 -1.23 2.38
I 2.01 0.63 2.81
C -1.55 -1.30 -0.37
O -1.38 -0.25 0.40
H -4.35 -1.99 0.93
H -4.91 -1.21 -0.52
H -3.87 -0.31 0.63
H -2.24 -4.14 -2.72
H 0.32 -2.97 -3.81
H 0.03 -4.52 -3.03
H 2.23 -3.94 -2.78
H 1.62 -1.13 -1.51
H 2.32 -3.54 -0.04
H 4.10 -4.67 1.29
H 5.03 -3.59 3.29
H 4.24 -1.37 4.01
C 1.06 4.15 1.35
C -0.18 3.49 1.85
N -0.58 2.24 1.61
C -1.78 2.05 2.30
C -2.10 3.20 2.93
N -1.09 4.09 2.63
H 1.65 3.48 0.74
H 1.67 4.49 2.19
H 0.82 5.03 0.75
H -2.31 1.11 2.28
H -2.93 3.47 3.56
H -1.02 5.04 2.97
C -0.14 2.54 -3.55
S -1.01 2.07 -2.07
C -1.62 3.65 -1.52
O 0.17 1.73 -1.08
H 0.59 3.32 -3.32
H -0.89 2.89 -4.25
H 0.34 1.64 -3.94
H -2.37 3.96 -2.25
H -0.81 4.38 -1.47
H -2.10 3.51 -0.56
*
```